No. 1
Formula: C34H34BBaN14O2S
Source: the Open Molecules 2025 dataset
Level of theory: ωB97M-V/def2-TZVPD

Results
⟨S²⟩ = 0.8052
Relative energy (zero: lowest compared OMol25 entry of this formula, charge and spin) = 140.0 kJ/mol
Orbital gap (alpha / beta) = 6.5441 / 3.8447 eV

Geometry as ORCA input:
```
! RIJCOSX wB97M-V def2-TZVPD def2/J DEFGRID3
* xyz 0 2
Ba -0.88473 -0.12054 0.70335
C -0.78485 2.02867 -3.89438
C -1.41889 1.05278 -3.11425
N -1.50701 1.43423 -1.84955
N -0.94734 2.66331 -1.78496
C -0.49450 3.03933 -3.00358
B -1.02562 3.44701 -0.45236
N -2.32618 3.01952 0.24825
C -3.56209 3.50756 0.02112
C -4.44373 2.83605 0.83892
C -3.64178 1.91710 1.52757
N -2.37093 2.02823 1.15786
N 0.18526 3.12081 0.45960
C 0.65585 3.90400 1.44833
C 1.74543 3.27797 2.01758
C 1.86670 2.08453 1.30249
N 0.91892 1.99472 0.37191
N -1.04633 4.97792 -0.62816
C -1.69440 5.87830 0.15499
C -1.28958 7.13761 -0.21427
C -0.36325 6.90739 -1.24526
N -0.21579 5.61505 -1.47673
H -0.57271 2.00392 -4.95017
H -1.81707 0.09704 -3.42297
H -0.02953 3.99764 -3.13714
H -3.73099 4.28901 -0.70051
H -5.50518 2.99229 0.92497
H -3.92758 1.17471 2.25558
H 0.20210 4.85341 1.67840
H 2.35718 3.63750 2.82622
H 2.59836 1.29850 1.41081
H -2.37833 5.56684 0.92626
H -1.61280 8.07995 0.19301
H 0.20033 7.62181 -1.82433
O -2.49876 -0.98709 2.08804
N -2.73235 -2.22473 2.29846
C -2.12770 -2.84682 3.33389
C -2.30386 -4.18904 3.56317
C -3.13328 -4.93367 2.71970
C -3.77139 -4.29355 1.68424
C -3.58766 -2.91950 1.45865
S -4.37032 -2.08079 0.21215
H -1.49267 -2.20852 3.93547
H -1.79479 -4.65252 4.39498
H -3.26846 -5.99495 2.87418
H -4.43438 -4.82045 1.01501
C 2.06508 -3.36879 0.26667
N 1.51315 -2.32709 1.09158
C 1.84287 -2.28160 2.32668
C 1.38885 -1.26335 3.21611
C 1.78843 -1.05893 4.55232
C 1.11485 0.07383 4.99285
C 0.32912 0.49686 3.90470
N 0.48866 -0.29780 2.84121
C 3.13584 -2.89752 -0.70057
C 3.58598 -3.75877 -1.69905
C 4.59716 -3.37489 -2.56481
C 5.18547 -2.12276 -2.43855
C 4.74464 -1.26204 -1.44578
C 3.72365 -1.64584 -0.58589
H 1.24525 -3.80547 -0.31838
H 2.50079 -4.18379 0.86786
H 2.52137 -3.03514 2.75496
H 2.49144 -1.66377 5.10759
H 1.17240 0.54887 5.96052
H -0.33375 1.35344 3.85777
H 3.14914 -4.74797 -1.79514
H 4.93718 -4.05723 -3.33452
H 5.98954 -1.83278 -3.10332
H 5.19484 -0.28241 -1.33796
H 3.37240 -0.97197 0.18448
C -1.14098 -3.78429 -2.69665
N -0.30242 -2.59992 -2.59547
C 0.51213 -2.19483 -3.59989
C 1.26995 -1.08359 -3.49829
C 1.18069 -0.35273 -2.27395
N 0.39082 -0.77136 -1.28787
C -0.36967 -1.85910 -1.40745
O -1.13877 -2.23839 -0.51400
N 1.86594 0.76338 -2.07358
H -0.95965 -4.27092 -3.65132
H -2.19155 -3.50777 -2.61196
H -0.91218 -4.46984 -1.88164
H 0.51242 -2.80735 -4.49154
H 1.90326 -0.75496 -4.30761
H 2.39000 1.18209 -2.81969
H 1.62230 1.30397 -1.23701
*
```

In the Mulliken picture, each atom carries the following charge in e: number 1, Ba, carries 1.9251; number 2, C, carries -1.3091; number 3, C, carries -0.3509; number 4, N, carries -0.6361; number 5, N, carries 1.0606; number 6, C, carries -0.4136; number 7, B, carries 0.0359; number 8, N, carries 1.0942; number 9, C, carries -0.3648; number 10, C, carries -1.3727; number 11, C, carries -0.4163; number 12, N, carries -0.6496; number 13, N, carries 1.4984; number 14, C, carries -0.1588; number 15, C, carries -1.4493; number 16, C, carries 0.0036; number 17, N, carries -1.5800; number 18, N, carries 0.5473; number 19, C, carries -0.3257; number 20, C, carries -1.0462; number 21, C, carries -0.1892; number 22, N, carries -1.2482; number 23, H, carries 0.4377; number 24, H, carries 0.6135; number 25, H, carries 0.5669; number 26, H, carries 0.6430; number 27, H, carries 0.4502; number 28, H, carries 0.4639; number 29, H, carries 0.5165; number 30, H, carries 0.4696; number 31, H, carries 0.2190; number 32, H, carries 0.5209; number 33, H, carries 0.4132; number 34, H, carries 0.4567; number 35, O, carries -0.7906; number 36, N, carries 0.4683; number 37, C, carries -0.0897; number 38, C, carries -0.7804; number 39, C, carries -0.2776; number 40, C, carries -0.6200; number 41, C, carries 0.3266; number 42, S, carries -0.0832; number 43, H, carries 0.3903; number 44, H, carries 0.4620; number 45, H, carries 0.4043; number 46, H, carries 0.4631; number 47, C, carries -1.6108; number 48, N, carries 0.5322; number 49, C, carries -0.3704; number 50, C, carries -0.4365; number 51, C, carries -0.9527; number 52, C, carries -1.0712; number 53, C, carries -0.9987; number 54, N, carries 1.1479; number 55, C, carries 0.7562; number 56, C, carries -0.4667; number 57, C, carries -0.6270; number 58, C, carries -0.4911; number 59, C, carries -0.5792; number 60, C, carries 0.1099; number 61, H, carries -0.0438; number 62, H, carries 0.6422; number 63, H, carries 0.2900; number 64, H, carries 0.5042; number 65, H, carries 0.4673; number 66, H, carries 0.5497; number 67, H, carries 0.4189; number 68, H, carries 0.3932; number 69, H, carries 0.4025; number 70, H, carries 0.4127; number 71, H, carries 0.1810; number 72, C, carries -0.9720; number 73, N, carries 0.4944; number 74, C, carries -0.4930; number 75, C, carries -1.3445; number 76, C, carries 0.0914; number 77, N, carries 0.3827; number 78, C, carries 0.2299; number 79, O, carries -0.8265; number 80, N, carries 0.4028; number 81, H, carries 0.3979; number 82, H, carries 0.2852; number 83, H, carries 0.2769; number 84, H, carries 0.4601; number 85, H, carries 0.5452; number 86, H, carries 0.3274; number 87, H, carries 0.2833



No. 2
Formula: C28H27N5O2S2SbSr
Source: the Open Molecules 2025 dataset
Level of theory: ωB97M-V/def2-TZVPD

Results
Relative energy (zero: lowest compared OMol25 entry of this formula, charge and spin) = 222.7 kJ/mol
Orbital gap = 6.5153 eV

Geometry as ORCA input:
```
! RIJCOSX wB97M-V def2-TZVPD def2/J DEFGRID3
* xyz 1 1
Sr 0.87770 -0.73424 0.28852
C -2.10517 -1.95770 -1.77672
C -0.76740 -2.58507 -2.03606
C -0.58961 -3.53766 -3.03684
C 0.65499 -4.11193 -3.21135
C 1.71000 -3.68937 -2.41250
C 1.47812 -2.71250 -1.45313
N 0.25954 -2.20608 -1.26800
Sb 3.33907 -2.18805 -0.41526
C 3.45401 -0.01096 -0.22413
C 4.75446 0.43739 -0.41606
C 4.99526 1.80354 -0.45548
C 3.93084 2.67491 -0.31688
C 2.65489 2.16455 -0.09049
C 1.46958 3.06207 0.09774
N 2.44685 0.84198 -0.04468
C 2.59315 -2.55068 1.57706
C 3.38002 -3.42177 2.32192
C 2.99997 -3.73924 3.61586
C 1.84093 -3.17742 4.11995
C 1.10002 -2.31270 3.32288
C -0.15901 -1.67653 3.80097
N 1.48138 -2.00912 2.07204
H -2.85187 -2.73008 -1.58900
H -2.42534 -1.39127 -2.65303
H -2.04724 -1.28803 -0.92393
H -1.42400 -3.82015 -3.66441
H 0.81571 -4.86875 -3.96748
H 2.70187 -4.10596 -2.53643
H 5.56344 -0.27217 -0.53950
H 5.99953 2.17635 -0.60610
H 4.07926 3.74440 -0.37512
H 1.75607 3.98330 0.60135
H 0.69412 2.54995 0.66259
H 1.05223 3.32366 -0.87808
H 4.27737 -3.83898 1.88263
H 3.59677 -4.41318 4.21579
H 1.50507 -3.40442 5.12217
H -0.41877 -2.00215 4.80466
H -0.97091 -1.92921 3.11971
H -0.05484 -0.59106 3.79201
O -0.02142 0.98809 -3.53931
C -0.93535 1.97195 -3.36875
C -1.27575 2.74740 -4.47522
C -2.19118 3.77324 -4.35302
C -2.79324 4.03969 -3.12605
C -2.47478 3.26755 -2.02919
C -1.54241 2.22991 -2.12381
C -1.22437 1.39659 -0.94639
O -0.26836 0.51768 -1.01522
N -1.93897 1.56178 0.12268
N -1.67840 0.72043 1.19703
C -2.64608 0.86576 2.04538
S -2.80926 0.03269 3.56465
C -4.06096 1.16969 4.24708
C -4.96361 1.57833 3.10979
S -3.93527 2.00097 1.65816
H 0.13412 0.61357 -2.64330
H -0.80417 2.52273 -5.42325
H -2.43917 4.37180 -5.22007
H -3.51412 4.84099 -3.03456
H -2.94672 3.43682 -1.07065
H -3.54410 2.01861 4.69099
H -4.59568 0.62451 5.02344
H -5.55162 2.46091 3.35603
H -5.62721 0.76264 2.82638
*
```

In the Mulliken picture, each atom carries the following charge in e: number 1, Sr, carries 2.3900; number 2, C, carries -1.1746; number 3, C, carries 0.5268; number 4, C, carries -0.7543; number 5, C, carries -0.5366; number 6, C, carries -0.5889; number 7, C, carries 0.2872; number 8, N, carries -0.4187; number 9, Sb, carries 0.8286; number 10, C, carries 0.3593; number 11, C, carries -0.7506; number 12, C, carries -0.5084; number 13, C, carries -0.8303; number 14, C, carries 0.5816; number 15, C, carries -1.1654; number 16, N, carries -0.3356; number 17, C, carries 0.1864; number 18, C, carries -0.8528; number 19, C, carries -0.5622; number 20, C, carries -0.7628; number 21, C, carries 0.3809; number 22, C, carries -0.9449; number 23, N, carries -0.1847; number 24, H, carries 0.5169; number 25, H, carries 0.3030; number 26, H, carries 0.0421; number 27, H, carries 0.4951; number 28, H, carries 0.4259; number 29, H, carries 0.4016; number 30, H, carries 0.3986; number 31, H, carries 0.4249; number 32, H, carries 0.5125; number 33, H, carries 0.5401; number 34, H, carries 0.0997; number 35, H, carries 0.2124; number 36, H, carries 0.4502; number 37, H, carries 0.4423; number 38, H, carries 0.4458; number 39, H, carries 0.3415; number 40, H, carries 0.2427; number 41, H, carries 0.3512; number 42, O, carries -0.8084; number 43, C, carries 0.3364; number 44, C, carries -0.6706; number 45, C, carries -0.3171; number 46, C, carries -0.8562; number 47, C, carries -0.5935; number 48, C, carries 0.2214; number 49, C, carries 0.2477; number 50, O, carries 0.1967; number 51, N, carries -0.5061; number 52, N, carries 0.2018; number 53, C, carries -0.1412; number 54, S, carries -0.0697; number 55, C, carries -0.5997; number 56, C, carries -0.5774; number 57, S, carries -0.0125; number 58, H, carries -0.0059; number 59, H, carries 0.4811; number 60, H, carries 0.4015; number 61, H, carries 0.4300; number 62, H, carries 0.4334; number 63, H, carries 0.2981; number 64, H, carries 0.3953; number 65, H, carries 0.3916; number 66, H, carries 0.3072



No. 3
Formula: C4H14O4
Source: the Open Molecules 2025 dataset
Level of theory: ωB97M-V/def2-TZVPD

Results
Relative energy (zero: lowest compared OMol25 entry of this formula, charge and spin) = 63.0 kJ/mol
Orbital gap = 10.7344 eV
SMILES = OCCCCO.O.O

Geometry as ORCA input:
```
! RIJCOSX wB97M-V def2-TZVPD def2/J DEFGRID3
* xyz 0 1
C -0.55788 0.94962 -1.63290
C -0.24361 -0.54104 -1.75713
C 1.27012 -0.78880 -1.73545
O 1.85887 -0.75443 -0.45190
C -0.43091 1.65736 -0.26818
O 0.91443 1.77037 0.24593
H -1.61189 1.11336 -1.85957
H 0.06565 1.52130 -2.31203
H -0.46351 -0.80639 -2.79522
H -0.67729 -1.13528 -0.96066
H 1.83309 -0.17300 -2.45983
H 1.46614 -1.80432 -2.06893
H 1.79069 0.11055 -0.02857
H -0.98546 1.08502 0.45380
H -0.82717 2.66116 -0.39175
H 1.40076 2.19914 -0.46765
H -1.94365 -0.63980 4.93016
H -1.33743 0.80968 4.76502
O -1.26494 -0.11918 4.49548
H -0.01997 -2.10564 0.70033
H 0.01141 -2.27822 2.20387
O -0.24744 -2.73146 1.39519
*
```

In the natural (NBO) picture, each atom carries the following charge in e: number 1, C, carries -0.4235; number 2, C, carries -0.4316; number 3, C, carries -0.0623; number 4, O, carries -0.7533; number 5, C, carries -0.0669; number 6, O, carries -0.7281; number 7, H, carries 0.2144; number 8, H, carries 0.1895; number 9, H, carries 0.2172; number 10, H, carries 0.2070; number 11, H, carries 0.1505; number 12, H, carries 0.1817; number 13, H, carries 0.4897; number 14, H, carries 0.1856; number 15, H, carries 0.1688; number 16, H, carries 0.4630; number 17, H, carries 0.4753; number 18, H, carries 0.4754; number 19, O, carries -0.9502; number 20, H, carries 0.4697; number 21, H, carries 0.4727; number 22, O, carries -0.9445



The lowest relative energy (zero: lowest compared OMol25 entry of this formula, charge and spin) belongs to which entry?
C4H14O4



Look up the relative energy (zero: lowest compared OMol25 entry of this formula, charge and spin) of the first one.
140.0 kJ/mol



What is the relative energy (zero: lowest compared OMol25 entry of this formula, charge and spin) in the third record?
63.0 kJ/mol